ORCA calculation (ωB97M-V/def2-TZVPD) on a structure of composition C13H45AlNO7.

Results
E_tot = -36627.3136 eV
LUMO level = 2.173 eV
charge = -1
HOMO energy = -3.637 eV

The geometry in XYZ format:
```
67
Properties=species:S:1:pos:R:3:forces:R:3:mulliken_charge:R:1
C -1.084 -0.757 4.821 0.0 0.1 -0.2 -0.982
C -1.405 -1.584 3.562 0.1 -0.1 0.0 -0.376
C -1.345 -0.773 2.273 -0.2 0.1 0.2 -0.566
C -1.636 -1.584 1.010 0.3 0.1 -0.3 0.637
C -2.071 -0.642 -0.127 0.0 0.1 0.1 -1.699
Al 0.022 -2.603 0.399 -0.1 -0.2 0.1 -0.079
C 1.230 -1.431 -0.739 0.0 0.1 0.2 -0.394
N 1.178 0.038 -0.431 -0.5 0.0 0.2 -0.349
H -0.827 0.267 4.547 0.0 0.0 0.0 0.151
H -0.236 -1.171 5.369 -0.1 0.0 0.1 0.300
H -1.941 -0.692 5.495 0.1 0.0 0.1 0.240
H -0.696 -2.409 3.473 -0.1 -0.1 0.0 0.190
H -2.401 -2.029 3.649 0.0 0.0 0.0 0.308
H -0.344 -0.324 2.203 0.0 0.1 0.0 0.225
H -2.047 0.075 2.379 0.0 0.0 0.0 0.065
H -2.465 -2.275 1.218 0.0 0.0 0.1 0.301
H -1.523 0.300 -0.041 0.0 0.0 -0.1 0.279
H -3.144 -0.402 -0.092 0.0 0.0 0.0 0.421
H -1.837 -1.030 -1.124 -0.1 -0.1 0.0 0.376
H 0.839 -3.131 1.729 0.0 0.0 0.0 -0.345
H -0.438 -3.915 -0.494 0.0 0.0 0.0 -0.386
H 0.996 -1.569 -1.797 0.0 0.0 0.0 0.081
H 2.266 -1.780 -0.612 0.0 -0.1 -0.2 0.325
H 1.970 0.335 0.117 0.2 0.0 -0.2 0.129
H 1.106 0.613 -1.259 0.3 0.0 -0.1 0.160
C 3.214 -0.487 -3.936 -0.1 0.1 0.0 -0.316
O 2.267 -1.540 -4.015 0.0 -0.1 -0.1 -0.462
H 3.334 -0.253 -2.879 0.0 0.0 0.0 0.057
H 4.188 -0.771 -4.349 0.0 0.0 0.0 0.299
H 2.846 0.398 -4.460 0.1 0.1 0.0 0.192
H 2.143 -1.773 -4.939 0.0 0.1 0.0 0.275
C 0.044 1.714 -6.091 0.0 -0.2 0.1 -0.510
O 0.744 0.533 -5.729 0.0 0.0 -0.1 -0.463
H 0.617 2.201 -6.876 0.0 0.0 0.0 0.266
H -0.954 1.491 -6.476 0.0 0.0 0.0 0.200
H -0.051 2.404 -5.249 0.0 0.0 0.0 0.230
H 0.267 0.087 -5.021 0.1 0.0 0.1 0.266
C 4.866 2.036 0.206 0.0 0.0 0.0 -0.639
O 4.030 1.115 0.887 0.1 0.1 0.2 -0.483
H 5.432 1.464 -0.526 0.0 0.0 0.0 0.237
H 4.283 2.796 -0.323 0.0 0.0 0.0 0.275
H 5.566 2.532 0.885 0.0 0.0 0.0 0.288
H 3.508 1.604 1.532 -0.1 0.0 0.0 0.256
C 3.466 0.714 4.771 0.0 0.0 0.0 -0.466
O 4.601 1.193 4.056 -0.1 -0.1 -0.1 -0.523
H 3.408 1.289 5.693 0.0 0.0 0.0 0.253
H 2.537 0.857 4.213 0.0 0.0 0.0 0.181
H 3.561 -0.344 5.022 0.0 0.0 0.0 0.258
H 4.662 0.691 3.235 0.1 0.0 0.0 0.312
C -3.152 -5.275 0.580 0.0 0.0 0.0 -0.334
O -4.181 -6.264 0.731 0.0 0.1 0.0 -0.557
H -2.919 -4.897 1.571 0.0 0.0 0.0 0.141
H -2.242 -5.690 0.147 0.0 0.0 0.0 0.247
H -3.484 -4.438 -0.038 0.0 0.0 0.0 0.223
H -4.383 -6.601 -0.144 0.0 0.0 0.0 0.286
C -2.907 2.840 4.482 0.0 -0.1 0.0 -0.614
O -1.696 2.382 3.913 0.0 0.3 0.1 -0.411
H -2.950 2.441 5.494 0.0 0.0 0.0 0.225
H -2.954 3.933 4.536 0.0 0.0 0.0 0.264
H -3.780 2.475 3.931 0.0 0.0 0.0 0.283
H -1.644 2.692 3.005 0.0 -0.1 -0.1 0.256
C -2.759 4.334 -5.245 0.0 0.0 0.0 -0.570
O -2.213 3.914 -6.489 -0.1 0.1 0.0 -0.496
H -2.038 5.017 -4.801 0.0 0.0 0.0 0.218
H -3.707 4.862 -5.373 0.0 0.0 0.0 0.287
H -2.907 3.495 -4.561 0.0 0.0 0.0 0.271
H -2.832 3.305 -6.899 0.0 0.0 0.0 0.286
```
Forces are in eV/Å.

---

ORCA calculation (ωB97M-V/def2-TZVPD) on the molecule C4H12N2O.

Results
E_tot = -9367.8819 eV
LUMO level = 0.898 eV
relative energy (zero: lowest compared OMol25 entry of this formula, charge and spin) = 319.5 kJ/mol
SMILES string = NCC[C@H](N)CO
HOMO energy = -8.976 eV

The geometry in XYZ format:
```
19
Properties=species:S:1:pos:R:3:forces:R:3:mulliken_charge:R:1
N 2.383 1.861 -0.896 1.7 -0.9 -2.2 -0.634
C 1.343 1.374 -0.055 -1.5 -0.6 2.7 -0.366
C 0.694 -0.053 -0.422 1.5 3.9 -2.3 -0.829
C -0.557 -0.238 0.323 -4.3 -1.8 3.6 0.593
N -0.300 -1.015 1.643 -1.4 -0.8 -3.0 -0.800
C -1.717 -1.043 -0.425 2.6 -2.6 -1.0 -0.768
O -2.855 -1.496 0.215 -2.0 -1.4 2.8 -0.567
H 2.208 2.540 -1.606 -0.9 0.7 -0.1 0.230
H 2.835 1.114 -1.488 -0.6 0.6 1.4 0.238
H 0.432 2.035 0.238 1.8 -0.4 -1.4 0.329
H 1.873 1.345 0.923 -0.7 -0.7 -0.1 0.203
H 1.486 -0.764 -0.436 0.2 -1.2 1.0 0.455
H 0.631 0.111 -1.531 -1.1 -0.3 0.6 0.372
H -1.162 0.728 0.701 1.8 -1.4 -1.3 0.168
H -1.210 -1.221 2.085 0.8 0.5 -0.2 0.247
H 0.213 -0.380 2.161 1.1 1.2 1.9 0.219
H -2.080 -0.336 -1.149 0.0 -0.1 -1.0 0.295
H -1.333 -2.088 -0.802 0.4 2.5 -0.4 0.271
H -2.884 -2.472 0.520 0.8 2.6 -0.9 0.345
```
Forces are in eV/Å.

---

ORCA calculation (ωB97M-V/def2-TZVPD) on a structure of composition C10H18Cl6Mg2O4.

Results
E_tot = -104852.1916 eV
LUMO level = -11.552 eV
charge = +2
relative energy (zero: lowest compared OMol25 entry of this formula, charge and spin) = 1292.9 kJ/mol
HOMO energy = -13.638 eV

The geometry in XYZ format:
```
40
Properties=species:S:1:pos:R:3:forces:R:3:mulliken_charge:R:1
Mg -13.363 21.949 -6.180 0.1 0.4 -2.1 1.359
Mg -16.771 20.543 -8.717 2.0 0.3 -1.3 1.373
C -15.214 25.798 -9.681 0.3 -0.7 0.5 -0.755
C -14.994 24.428 -9.071 0.0 -3.8 0.5 0.580
O -14.112 24.237 -8.172 0.4 0.6 1.0 -0.514
O -15.673 23.410 -9.468 -0.7 0.7 0.0 -0.575
H -15.040 25.728 -10.754 0.0 0.1 0.1 0.305
H -14.524 26.481 -9.186 -0.3 0.2 -0.2 0.284
H -16.267 25.997 -9.479 0.1 0.4 -0.1 0.293
C -12.173 17.955 -9.876 1.7 -1.0 -0.2 -0.823
C -13.201 18.844 -9.309 -1.0 1.4 0.9 0.671
O -14.373 18.845 -9.708 -2.8 -0.4 -1.0 -0.565
O -12.828 19.623 -8.416 1.2 1.5 2.2 -0.520
H -12.453 16.909 -10.003 -0.5 0.3 -0.2 0.332
H -11.333 17.962 -9.182 -0.1 0.0 0.0 0.290
H -11.762 18.352 -10.804 -0.4 0.0 -0.2 0.259
Cl -16.254 16.489 -16.137 0.4 -0.5 0.2 -0.167
C -14.728 15.549 -16.042 0.0 -1.3 0.4 -0.480
C -13.826 15.905 -14.807 -1.2 -0.1 -1.4 -0.359
Cl -13.843 17.628 -14.579 0.6 1.5 0.4 -0.189
H -14.369 15.464 -17.068 0.8 1.1 0.3 0.343
H -14.932 14.487 -15.901 -0.7 0.0 0.4 0.295
H -12.793 15.582 -14.939 -0.3 -0.2 0.1 0.318
H -14.319 15.521 -13.914 0.4 -0.4 -0.2 0.239
Cl -10.483 22.824 -13.811 0.5 0.3 1.8 -0.158
C -10.476 22.948 -11.946 -1.8 -0.9 -0.8 -0.267
C -9.383 22.298 -11.222 3.3 -0.8 -0.3 -0.457
Cl -7.812 23.080 -11.601 0.3 0.4 0.1 -0.180
H -11.296 22.273 -11.701 -0.7 0.5 0.0 0.155
H -10.680 23.969 -11.622 0.1 -0.1 -0.4 0.350
H -9.132 21.274 -11.499 -0.8 -0.1 -0.5 0.272
H -9.364 22.214 -10.136 -1.0 0.7 0.1 0.284
Cl -8.462 16.784 -1.822 0.0 0.3 -1.3 -0.158
C -8.648 17.200 -3.608 -0.6 -0.4 0.8 -0.342
C -10.053 16.874 -4.128 -0.5 -0.5 -0.4 -0.400
Cl -11.392 17.338 -3.006 0.3 0.3 -0.5 -0.190
H -7.905 16.617 -4.152 -0.1 0.0 0.1 0.300
H -8.438 18.264 -3.725 0.0 -0.1 0.2 0.258
H -10.286 15.851 -4.421 0.6 -0.4 1.0 0.308
H -10.256 17.296 -5.113 0.2 1.0 0.2 0.230
```
Forces are in eV/Å.

---

ORCA calculation (ωB97M-V/def2-TZVPD) on the molecule C5H10O.

Results
E_tot = -7390.4648 eV
LUMO level = 0.459 eV
relative energy (zero: lowest compared OMol25 entry of this formula, charge and spin) = 414.9 kJ/mol
HOMO energy = -8.086 eV

The geometry in XYZ format:
```
16
Properties=species:S:1:pos:R:3:forces:R:3:mulliken_charge:R:1
C 1.955 -0.069 -0.318 0.0 0.0 0.0 -1.171
C 0.751 -0.631 0.436 0.1 -0.2 0.1 -0.476
C -0.561 -0.051 -0.036 0.1 -0.4 0.2 0.500
C -1.822 -0.546 0.627 0.0 0.0 0.1 -1.546
C -1.024 1.784 -0.910 0.0 0.5 -0.4 -0.215
O -0.366 1.403 0.191 -0.4 -0.3 -0.7 -0.249
H 2.040 1.012 -0.172 0.0 -0.2 0.0 0.279
H 2.876 -0.538 0.038 -0.1 0.1 -0.1 0.369
H 1.875 -0.260 -1.396 0.0 0.0 0.2 0.310
H 0.681 -1.713 0.294 0.1 0.0 0.1 0.340
H 0.836 -0.427 1.508 0.1 -0.1 0.0 0.322
H -0.613 -0.244 -1.124 0.0 0.1 0.3 0.307
H -1.854 -0.192 1.659 0.0 -0.1 0.0 0.340
H -2.712 -0.186 0.102 0.2 0.0 0.1 0.381
H -1.824 -1.640 0.625 -0.1 0.1 0.0 0.360
H -0.239 2.297 -1.525 -0.1 0.7 0.1 0.148
```
Forces are in eV/Å.